(1)
3
Properties=species:S:1:pos:R:3:forces:R:3:mulliken_charge:R:1 method="wB97M-V/def2-TZVPD" homo_lumo_gap_ha=0.260 relative_energy_kcal_mol=4.99 spin_multiplicity=1 e_lumo_ev=-18.66 total_charge=+2
Tl -0.982 1.556 0.654 0.54 -0.83 -0.61 1.507
O 0.305 -0.446 -0.669 -0.41 0.59 1.04 0.003
H 0.677 -1.110 0.015 -0.13 0.24 -0.43 0.491


(2)
7
Properties=species:S:1:pos:R:3:forces:R:3:mulliken_charge:R:1 method="wB97M-V/def2-TZVPD" homo_lumo_gap_ha="0.242 / 0.229" relative_energy_kcal_mol=33.26 spin_multiplicity=1 e_lumo_ev="-2.42 / -2.39"
P 1.149 0.226 -0.481 0.26 0.53 0.47 0.217
S -0.111 1.253 0.945 0.10 0.14 -0.32 -0.035
S 2.649 1.419 -0.942 -0.62 -0.35 -0.06 -0.276
S -1.432 -0.151 1.603 -0.10 -0.26 -0.39 -0.043
S -1.354 -1.491 -1.311 0.16 0.12 0.08 -0.090
S -2.554 -0.467 -0.166 0.27 0.14 0.27 0.085
H 1.653 -0.789 0.352 -0.09 -0.32 -0.06 0.143


(3)
2
Properties=species:S:1:pos:R:3:forces:R:3:mulliken_charge:R:1 method="wB97M-V/def2-TZVPD" homo_lumo_gap_ha="0.417 / 0.264" spin_multiplicity=2 e_lumo_ev="1.16 / -2.52"
S -0.128 -0.634 0.164 -0.03 -0.17 0.04 -0.155
H 0.128 0.634 -0.164 0.03 0.17 -0.04 0.155


(4)
10
Properties=species:S:1:pos:R:3:forces:R:3:mulliken_charge:R:1 method="wB97M-V/def2-TZVPD" homo_lumo_gap_ha="0.227 / 0.163" relative_energy_kcal_mol=54.34 spin_multiplicity=2 e_lumo_ev="-16.65 / -18.36" total_charge=+3
O -1.622 -0.141 -2.866 0.27 0.82 -1.06 -0.356
V -1.598 0.450 -1.471 -0.55 2.78 2.30 1.586
O -1.565 2.090 -1.297 0.27 -3.72 -1.06 -0.534
O 0.965 2.677 3.330 0.22 -0.23 -1.48 -0.130
V 0.661 2.313 1.730 1.10 0.88 -0.55 1.517
O 1.785 3.109 0.946 -1.41 -1.06 1.62 -0.128
O -0.099 -3.071 -1.494 0.75 0.34 1.45 -0.431
V 0.823 -3.060 -0.234 -2.36 -4.56 2.16 1.467
O 0.151 -4.081 0.871 2.02 3.58 -3.60 -0.368
I 0.499 -0.286 0.485 -0.31 1.16 0.21 0.377


(5)
3
Properties=species:S:1:pos:R:3:forces:R:3:mulliken_charge:R:1 method="wB97M-V/def2-TZVPD" homo_lumo_gap_ha=0.269 relative_energy_kcal_mol=7.57 spin_multiplicity=1 e_lumo_ev=-2.00
O -1.442 -0.544 -0.001 -1.87 -2.69 0.00 -0.238
P -0.699 0.651 -0.001 3.77 2.10 0.00 0.521
I 2.141 -0.107 0.002 -1.89 0.59 0.00 -0.283


(6)
2
Properties=species:S:1:pos:R:3:forces:R:3:mulliken_charge:R:1 method="wB97M-V/def2-TZVPD" homo_lumo_gap_ha=0.272 relative_energy_kcal_mol=3.37 spin_multiplicity=1 e_lumo_ev=-12.09 total_charge=+2
Y -0.914 -0.691 -0.760 1.30 0.98 1.08 1.589
I 0.914 0.691 0.760 -1.30 -0.98 -1.08 0.411


(7)
5
Properties=species:S:1:pos:R:3:forces:R:3:mulliken_charge:R:1 method="wB97M-V/def2-TZVPD" homo_lumo_gap_ha=0.149 relative_energy_kcal_mol=19.60 spin_multiplicity=1 e_lumo_ev=-17.39 total_charge=+2
In -2.317 -1.236 -2.157 -0.37 -0.17 -0.30 1.106
N 0.570 0.309 0.546 -0.38 0.07 -0.22 1.237
O 1.766 0.353 0.690 0.30 0.04 0.00 -0.040
O 0.128 0.110 -0.579 0.40 0.07 0.50 -0.194
O -0.146 0.464 1.501 0.04 -0.01 0.02 -0.109


(8)
23
Properties=species:S:1:pos:R:3:forces:R:3:mulliken_charge:R:1 method="wB97M-V/def2-TZVPD" homo_lumo_gap_ha=0.150 relative_energy_kcal_mol=0.00 spin_multiplicity=2 e_lumo_ev=-17.59 total_charge=+5
Sr 3.801 1.226 -1.711 0.85 -2.35 -1.02 1.953
Sr -2.135 0.036 1.125 -2.61 0.00 0.79 2.207
Sr 1.687 -2.265 1.387 0.04 -2.69 -1.45 2.062
Sr 2.453 3.552 2.797 0.04 0.28 1.11 2.146
Sr -1.157 3.590 -1.240 -2.63 0.03 0.42 1.788
N -3.935 3.036 0.873 -9.49 1.01 0.37 0.835
O -3.071 2.229 0.596 6.22 -2.55 -1.60 -0.666
O -4.984 2.590 1.360 1.70 -0.11 1.03 -0.482
O -3.994 4.161 0.401 3.17 1.68 -0.87 -0.580
N 3.846 -1.976 -1.540 1.04 -4.14 -3.10 0.983
O 4.913 -1.528 -1.991 -0.69 0.98 0.60 -0.621
O 3.048 -1.111 -0.993 -1.15 0.91 1.68 -0.682
O 3.501 -3.175 -1.747 0.35 3.83 1.85 -0.400
S -1.496 -3.172 -0.332 -1.90 -2.92 -3.16 1.018
O -0.292 -3.622 0.251 4.48 0.89 3.35 -0.679
O -1.938 -1.856 0.020 0.22 3.51 1.46 -0.803
O -1.322 -3.242 -1.769 -0.63 -0.18 -1.03 -0.407
O -2.570 -4.076 0.037 -1.02 -1.10 -0.32 -0.332
S 0.740 1.088 0.509 0.14 -0.63 -3.75 0.908
O -0.568 1.734 0.369 -0.42 0.44 -1.38 -0.834
O 0.546 -0.352 0.678 -0.24 0.99 1.17 -0.742
O 1.605 1.314 -0.665 -0.23 0.70 -0.21 -0.855
O 1.323 1.818 1.588 2.76 1.42 4.06 -0.819


(9)
4
Properties=species:S:1:pos:R:3:forces:R:3:mulliken_charge:R:1 method="wB97M-V/def2-TZVPD" homo_lumo_gap_ha="0.218 / 0.213" relative_energy_kcal_mol=44.90 spin_multiplicity=1 e_lumo_ev="-1.07 / -1.15"
N -1.906 0.075 -0.216 -0.81 0.50 -0.59 0.165
N 1.049 0.473 -0.242 0.15 -0.88 0.39 0.179
O 1.829 -0.286 0.139 -0.88 0.75 -0.30 -0.177
O -0.972 -0.262 0.318 1.54 -0.37 0.50 -0.166


(10)
5
Properties=species:S:1:pos:R:3:forces:R:3:mulliken_charge:R:1 method="wB97M-V/def2-TZVPD" homo_lumo_gap_ha="0.308 / 0.353" relative_energy_kcal_mol=14.76 spin_multiplicity=3 e_lumo_ev="-0.30 / -2.77"
N 1.295 0.396 0.028 1.72 0.57 0.35 0.177
N -0.661 0.126 0.253 -3.36 -0.87 -0.06 0.820
O -1.429 0.480 1.105 1.37 0.01 -0.66 -0.406
O 1.610 -0.454 -0.669 0.77 -0.09 -0.24 -0.198
O -0.815 -0.548 -0.718 -0.50 0.38 0.60 -0.393


(11)
6
Properties=species:S:1:pos:R:3:forces:R:3:mulliken_charge:R:1 method="wB97M-V/def2-TZVPD" homo_lumo_gap_ha="0.287 / 0.288" relative_energy_kcal_mol=125.50 spin_multiplicity=1 e_lumo_ev="-2.40 / -2.40"
N 1.502 0.661 -0.065 2.34 -4.27 -0.79 0.440
N -0.132 -0.371 1.331 0.37 0.51 0.64 -0.438
O 2.206 -0.181 -0.354 -2.82 3.77 1.14 -0.001
O -2.356 -0.374 -0.058 -0.32 0.27 0.04 -0.457
O -0.237 0.354 -1.044 -0.61 0.34 0.05 -0.460
S -0.982 -0.089 0.190 1.05 -0.62 -1.07 0.915


(12)
6
Properties=species:S:1:pos:R:3:forces:R:3:mulliken_charge:R:1 method="wB97M-V/def2-TZVPD" homo_lumo_gap_ha="0.334 / 0.334" relative_energy_kcal_mol=120.61 spin_multiplicity=1 e_lumo_ev="-1.37 / -1.36"
N 0.644 -1.194 0.159 1.75 -0.42 -3.71 0.386
N -0.871 -0.245 -0.818 -0.01 -0.12 0.97 -0.397
O 1.497 -1.187 -0.591 -1.96 -0.22 2.49 -0.076
O -1.525 1.924 0.442 -2.46 2.92 0.28 -0.447
O 0.362 0.640 1.111 1.55 0.60 2.02 -0.447
S -0.762 0.794 0.245 1.12 -2.76 -2.05 0.981